Record 1
{
  "formula": "C27H30BrIrNO9P3S",
  "method": "wB97M-V/def2-TZVPD",
  "charge": 1,
  "orbital_gap_ev": [6.55, 6.50],
  "multiplicity": 2,
  "lumo_ev": [-4.2, -4.6],
  "largest_force_ev_per_a": 2.565,
  "s2": 0.93,
  "e_tot_ha": -5879.343863,
  "elements": ["Ir", "O", "P", "O", "O", "O", "P", "O", "O", "O", "H", "H", "C", "C", "C", "C", "C", "C", "P", "C", "C", "C", "C", "C", "C", "C", "C", "C", "C", "C", "C", "H", "H", "H", "H", "H", "H", "H", "H", "H", "H", "H", "H", "H", "H", "O", "C", "C", "C", "N", "C", "Br", "C", "H", "H", "H", "H", "C", "C", "S", "O", "C", "C", "H", "H", "H", "H", "H", "H", "H", "H", "H", "H"],
  "coordinates": [[0.24833, -0.28469, -0.43630], [-1.48591, -0.36974, 3.37636], [-0.98209, -0.27169, 1.89426], [-1.21101, 1.10733, 1.26702], [0.49923, -0.61905, 1.75741], [-1.77853, -1.41803, 1.10472], [-2.82652, -0.99360, -0.12495], [-3.24758, -2.44501, -0.63574], [-3.92978, -0.24277, 0.46263], [-1.85659, -0.40528, -1.15716], [-2.40894, -0.09914, 3.47367], [-2.79377, -2.66801, -1.45492], [1.16249, 1.82766, 5.88558], [2.20924, 1.32785, 5.12565], [2.16773, 1.40999, 3.74254], [1.08256, 2.02290, 3.12321], [0.01776, 2.50132, 3.88709], [0.06280, 2.40682, 5.26763], [0.98975, 2.14161, 1.33884], [1.05521, 3.88362, 0.87965], [0.78812, 4.91440, 1.78263], [0.89641, 6.23546, 1.37848], [1.24339, 6.54200, 0.07278], [1.50042, 5.52402, -0.83560], [1.40517, 4.20353, -0.43748], [2.41433, 1.37561, 0.54279], [3.72129, 1.82278, 0.74461], [4.75197, 1.22262, 0.04620], [4.46799, 0.19770, -0.85195], [3.16829, -0.23619, -1.06047], [2.10257, 0.34994, -0.36428], [1.20260, 1.76479, 6.96452], [3.05791, 0.86383, 5.60900], [2.96931, 0.98856, 3.15144], [-0.84920, 2.93293, 3.40283], [-0.76518, 2.77227, 5.85915], [0.52400, 4.69368, 2.80555], [0.71637, 7.02759, 2.09203], [1.32038, 7.57515, -0.23712], [1.78419, 5.76146, -1.85176], [1.64198, 3.41618, -1.14047], [3.92598, 2.63458, 1.43234], [5.77082, 1.55394, 0.19030], [5.27580, -0.26290, -1.40616], [2.98173, -1.03224, -1.76681], [-0.76228, 2.14938, -5.85443], [-0.46642, 1.65146, -4.65291], [-0.56924, 2.37897, -3.46719], [-0.21555, 1.76620, -2.29519], [0.24266, 0.50611, -2.22464], [0.28190, -0.20421, -3.37559], [0.77963, -1.99487, -3.23475], [-0.04407, 0.32508, -4.60050], [-1.03140, 3.07500, -5.79381], [-0.92686, 3.39929, -3.45527], [-0.29424, 2.29438, -1.35571], [0.01611, -0.26845, -5.49882], [-1.29473, -5.10383, 0.70719], [0.18641, -4.85182, 0.46113], [0.65125, -3.21336, 0.99796], [0.53162, -2.42082, -0.31679], [2.41789, -3.41512, 1.22405], [2.73810, -3.86221, 2.64140], [-1.54638, -6.12825, 0.43827], [-1.91352, -4.43145, 0.11556], [-1.54710, -4.95285, 1.75581], [0.45542, -4.90369, -0.59432], [0.81156, -5.53678, 1.03730], [2.81508, -2.42267, 1.00515], [2.77353, -4.11405, 0.46553], [2.32943, -3.16315, 3.36957], [3.81632, -3.90902, 2.77935], [2.33401, -4.85135, 2.85775]],
  "forces_ev_per_angstrom": [[0.542, 0.192, 1.680], [0.330, 0.048, 0.138], [-0.400, -0.109, -0.526], [-0.096, -0.001, 0.220], [-0.627, -0.252, -0.248], [-0.257, 0.308, 0.859], [0.216, 0.252, -0.225], [-0.062, -0.067, 0.041], [-0.148, 0.027, -0.088], [-0.478, -0.654, 0.637], [-0.109, -0.041, 0.011], [0.057, 0.025, -0.061], [0.004, 0.043, 0.036], [0.013, -0.018, -0.050], [0.038, -0.036, 0.030], [-0.213, -0.045, -0.080], [-0.013, 0.046, 0.080], [0.000, 0.003, -0.037], [0.630, 0.205, 0.004], [-0.147, -0.083, -0.025], [-0.020, 0.001, 0.006], [-0.029, -0.027, 0.058], [0.006, 0.051, -0.039], [-0.034, -0.026, -0.015], [0.052, -0.021, -0.001], [-0.073, -0.081, -0.262], [-0.013, 0.096, -0.103], [0.002, -0.004, 0.022], [0.002, 0.062, -0.130], [-0.037, 0.241, 0.083], [1.279, -0.508, 1.410], [-0.016, -0.032, 0.014], [0.012, -0.007, 0.007], [0.002, 0.007, -0.004], [-0.038, -0.042, -0.018], [0.000, 0.027, 0.012], [0.021, 0.002, 0.033], [-0.029, 0.007, 0.006], [0.015, 0.015, -0.002], [0.019, -0.004, -0.016], [0.065, -0.018, -0.019], [-0.005, 0.025, 0.003], [0.021, -0.002, 0.018], [0.022, -0.018, 0.008], [-0.008, -0.098, 0.011], [-0.026, 0.086, -0.012], [0.006, -0.071, -0.016], [0.114, 0.032, -0.072], [0.102, 0.045, -0.075], [-0.831, -0.548, -2.364], [0.046, 0.360, 0.240], [-0.009, -0.095, -0.378], [0.074, 0.101, 0.111], [-0.027, -0.050, -0.018], [-0.001, 0.011, 0.013], [-0.166, -0.005, 0.079], [-0.001, -0.013, -0.022], [0.004, 0.067, -0.077], [-0.116, -0.144, -0.036], [-0.102, 0.259, 0.632], [0.187, 0.600, -1.414], [0.083, -0.020, -0.096], [-0.061, -0.015, 0.013], [0.019, -0.016, -0.018], [-0.017, 0.013, 0.031], [0.001, -0.023, 0.019], [0.090, -0.104, 0.001], [0.021, -0.029, -0.022], [0.019, 0.020, 0.035], [0.067, 0.055, -0.034], [0.000, 0.035, 0.018], [0.029, -0.012, -0.014], [0.000, -0.026, -0.003]]
}

***

Record 2
{
  "formula": "C27H30FN3O4Re",
  "method": "wB97M-V/def2-TZVPD",
  "charge": 3,
  "orbital_gap_ev": 6.44,
  "lumo_ev": -9.6,
  "largest_force_ev_per_a": 4.336,
  "e_tot_ha": -1689.162861,
  "elements": ["Re", "F", "C", "C", "C", "C", "O", "C", "C", "N", "C", "C", "C", "C", "C", "C", "N", "C", "C", "N", "C", "C", "C", "O", "O", "H", "H", "H", "H", "H", "H", "H", "H", "H", "H", "H", "H", "H", "H", "H", "H", "H", "H", "C", "C", "C", "O", "H", "H", "H", "H", "H", "H", "H", "C", "C", "C", "C", "C", "C", "C", "H", "H", "H", "H", "H"],
  "coordinates": [[0.42746, -1.93238, -2.82269], [2.09510, 1.66891, 2.92375], [0.94874, 1.10090, 2.38046], [0.96705, 0.28945, 1.27905], [-0.15362, -0.36865, 0.84146], [-0.22182, -1.29900, -0.30320], [0.88244, -1.48329, -1.03198], [-1.43230, -1.97575, -0.57447], [-2.39425, -1.84469, 0.45989], [-2.31664, -1.18529, 1.54450], [-3.39873, -1.26305, 2.57161], [-3.10194, -1.97791, 3.85256], [-3.90975, -2.72323, 2.72672], [-1.28867, -0.27863, 1.75459], [-1.31943, 0.65312, 2.76734], [-0.22413, 1.42155, 3.10966], [-0.26498, 2.46992, 3.93808], [0.80298, 3.48268, 4.01300], [0.29072, 4.71080, 4.71174], [-0.32337, 4.42621, 6.12888], [-0.73591, 2.99859, 6.24276], [-1.33118, 2.61033, 4.89231], [-1.53227, -3.15864, -1.46050], [-2.42760, -3.92764, -1.33689], [-0.61257, -3.44863, -2.42046], [1.92198, 0.11567, 0.64447], [-3.34203, -2.40439, 0.30159], [-4.09889, -0.42695, 2.60307], [-3.56355, -1.63881, 4.74759], [-2.04230, -2.23186, 3.96093], [-4.94630, -2.96189, 2.83835], [-3.32683, -3.47747, 2.13649], [-2.21875, 0.66606, 3.31410], [1.17393, 3.78390, 3.01367], [1.61127, 3.05174, 4.53172], [-0.51023, 5.18970, 4.10701], [1.09426, 5.51543, 4.85321], [-1.07887, 5.08865, 6.25886], [0.36071, 4.62869, 6.89380], [-1.48768, 2.93049, 6.97534], [0.11911, 2.46083, 6.65426], [-2.04442, 3.33266, 4.60115], [-1.81645, 1.65292, 4.87880], [-1.42618, 0.91584, -5.38650], [-0.15469, 0.19983, -4.96713], [0.94778, 1.19567, -4.50277], [-0.47983, -0.75196, -3.84906], [-1.07969, 1.64106, -6.08081], [-1.82938, 1.37761, -4.47066], [-2.05468, 0.22271, -5.84717], [0.31545, -0.29754, -5.80235], [0.56343, 1.94187, -3.78320], [1.24590, 1.81817, -5.35136], [1.77769, 0.73028, -4.10239], [1.90005, -2.22483, -3.66197], [2.93326, -2.59498, -4.53342], [4.23634, -2.69547, -4.05054], [5.22901, -2.99677, -4.97706], [4.93777, -3.05793, -6.34050], [3.63486, -2.86307, -6.79724], [2.59852, -2.63855, -5.95266], [4.50220, -2.50663, -3.01314], [6.29157, -3.10889, -4.69073], [5.66640, -3.29416, -7.08894], [3.40193, -2.78200, -7.90001], [1.61201, -2.47131, -6.35300]],
  "forces_ev_per_angstrom": [[-1.391, 1.685, 0.093], [-0.903, -1.200, -1.463], [1.261, 0.538, 0.683], [3.496, 0.517, -1.289], [-2.529, -1.647, 0.257], [-0.505, 0.931, 1.403], [0.590, 0.625, 0.418], [1.978, 1.189, 1.708], [-1.896, -2.438, -3.044], [-0.500, 2.462, 2.267], [-1.106, -1.587, -0.523], [0.740, -0.991, -1.909], [2.207, 1.094, 0.614], [1.964, -0.394, -1.718], [-0.338, -1.052, -0.033], [0.516, 0.019, -1.633], [0.405, 0.858, 0.063], [-0.570, 0.088, -0.312], [0.131, 2.172, 0.408], [1.786, 0.412, -0.377], [-0.304, 0.066, -0.327], [1.456, -1.172, 0.437], [-1.692, -1.193, -0.157], [-0.564, -0.105, 0.398], [1.288, -0.022, -0.728], [-1.497, 0.573, 1.515], [0.901, 0.205, 0.252], [0.255, -0.187, -0.467], [-0.524, 0.168, 0.433], [-0.477, -0.314, 0.126], [-0.381, 0.235, 0.175], [-0.651, 0.752, 0.867], [-0.851, 0.339, 0.609], [-0.385, -0.099, 0.542], [1.224, -0.194, 0.688], [0.369, -0.333, 0.584], [-1.037, -1.353, -0.215], [-0.425, 0.023, 0.118], [-0.468, -0.007, -0.832], [-1.015, 0.049, 1.067], [-0.020, -0.325, -0.691], [-0.976, 0.972, -0.355], [-0.427, -0.236, 0.844], [1.637, -0.243, 2.055], [1.027, 1.338, 0.410], [-2.776, 1.328, -0.390], [0.406, 0.656, -0.722], [-0.144, 0.870, -0.666], [-0.255, -0.022, -0.652], [-1.432, -0.810, -0.655], [-0.281, -1.010, -0.080], [-0.017, -0.502, -0.038], [0.079, -0.375, -0.102], [1.882, -1.126, 0.751], [0.286, -1.621, -0.192], [-0.982, 0.986, -1.078], [0.734, -0.245, -0.618], [1.094, 0.125, -0.338], [-0.651, -0.273, 0.500], [-0.320, 0.420, -2.236], [0.800, -0.018, 1.946], [-0.278, -0.230, -0.141], [-0.864, 0.044, 0.078], [0.601, 0.062, 0.008], [0.559, -0.443, 1.330], [-0.245, -0.032, 0.331]]
}

***

Record 3
{
  "formula": "C27H30IrN7O2",
  "method": "wB97M-V/def2-TZVPD",
  "charge": 2,
  "orbital_gap_ev": [4.17, 4.17],
  "lumo_ev": [-7.3, -7.3],
  "largest_force_ev_per_a": 2.486,
  "e_tot_ha": -1684.414792,
  "elements": ["Ir", "C", "C", "N", "C", "C", "C", "C", "C", "C", "C", "N", "C", "C", "N", "N", "H", "H", "H", "H", "H", "H", "H", "H", "H", "H", "H", "H", "H", "H", "H", "H", "H", "H", "C", "O", "C", "C", "C", "C", "C", "C", "N", "N", "C", "C", "C", "C", "O", "C", "N", "C", "C", "C", "C", "H", "H", "H", "H", "H", "H", "H", "H", "H", "H", "H", "H"],
  "coordinates": [[-0.10813, 0.13796, 0.38603], [-1.90810, -0.53566, -1.95088], [-1.24115, 0.74307, -2.37364], [-1.11845, 1.61992, -1.19820], [-0.13910, 2.69105, -1.39483], [1.26324, 2.15619, -1.32211], [2.33170, 2.93466, -1.73907], [3.61747, 2.44174, -1.60236], [3.78885, 1.17634, -1.06974], [2.67516, 0.45195, -0.67450], [2.83512, -0.90289, -0.04265], [1.55997, -1.61788, -0.02678], [1.15848, -2.07180, -1.36626], [-0.31082, -2.38977, -1.35512], [-1.12058, -1.22404, -0.89283], [1.43532, 0.93400, -0.81143], [-2.07745, -1.20190, -2.79914], [-2.88649, -0.30183, -1.52366], [-1.80920, 1.21493, -3.18236], [-0.23809, 0.54561, -2.75335], [-2.01880, 2.01454, -0.94500], [-0.27599, 3.43881, -0.61031], [-0.27114, 3.19699, -2.35829], [2.14734, 3.91373, -2.15288], [4.46963, 3.03542, -1.89876], [4.77187, 0.74749, -0.95037], [3.18491, -0.78080, 0.98515], [3.61114, -1.45076, -0.59167], [1.60301, -2.39615, 0.62302], [1.72852, -2.94940, -1.69220], [1.36828, -1.26882, -2.07339], [-0.49493, -3.20957, -0.65648], [-0.65324, -2.72184, -2.33669], [-1.81778, -1.63419, -0.28367], [-1.82987, -6.59139, 6.64625], [-0.98344, -5.54517, 6.18823], [-1.25519, -4.27140, 6.52692], [-0.33112, -3.33006, 6.04926], [-0.50775, -1.99273, 6.30705], [-1.60990, -1.57595, 7.04472], [-2.49295, -2.50830, 7.57944], [-2.33785, -3.85938, 7.31204], [-1.88863, -0.23283, 7.39287], [-1.33337, 0.72403, 6.83635], [-0.96113, 0.90503, 5.52569], [-0.01271, 1.89510, 5.29410], [0.57788, 2.08954, 4.04144], [0.18358, 1.29760, 2.97213], [0.72576, 1.40300, 1.73860], [-0.88232, 0.38300, 3.16357], [-1.32648, -0.26278, 2.02773], [-2.40238, -1.03014, 2.12688], [-3.10649, -1.20259, 3.31856], [-2.66097, -0.59405, 4.47209], [-1.49863, 0.19919, 4.42600], [-1.42592, -7.50174, 6.20958], [-2.85438, -6.43843, 6.30172], [-1.79580, -6.65639, 7.73552], [0.52675, -3.69219, 5.50365], [0.22954, -1.27716, 5.97142], [-3.29711, -2.15599, 8.20740], [-3.02849, -4.57081, 7.73189], [0.28309, 2.48773, 6.14602], [1.33424, 2.84201, 3.87630], [-2.76618, -1.51569, 1.23248], [-4.00287, -1.80273, 3.31102], [-3.21922, -0.69914, 5.39240]],
  "forces_ev_per_angstrom": [[0.773, 0.299, -1.550], [-0.256, -0.035, -0.124], [-0.022, -0.197, -0.207], [0.421, -0.538, 1.474], [0.186, 0.376, 0.066], [0.054, 0.504, -0.263], [-0.161, -0.220, 0.040], [-0.087, -0.022, 0.053], [-0.242, -0.132, 0.006], [0.531, -0.086, -0.028], [0.352, 0.154, 0.109], [-0.730, 0.859, 0.864], [-0.121, -0.047, -0.218], [-0.047, -0.234, -0.023], [-0.148, -0.159, 0.034], [-0.404, -0.185, 0.443], [0.029, 0.061, 0.024], [-0.001, -0.014, -0.037], [0.027, 0.094, 0.151], [-0.004, 0.028, -0.004], [-0.029, 0.004, 0.025], [0.006, -0.073, 0.016], [-0.162, -0.067, 0.072], [-0.012, 0.089, -0.035], [0.038, 0.016, -0.039], [0.077, -0.032, 0.014], [-0.063, 0.017, -0.024], [-0.128, -0.090, 0.095], [-0.002, -0.019, 0.025], [0.012, 0.084, 0.144], [0.031, -0.016, 0.023], [-0.002, 0.011, -0.032], [0.051, 0.015, 0.032], [0.003, -0.023, -0.016], [0.025, 0.065, 0.063], [0.109, 0.090, -0.130], [-0.104, -0.065, 0.074], [-0.107, 0.001, 0.103], [0.249, -0.242, -0.074], [-0.726, 0.077, -0.122], [0.198, -0.130, -0.211], [0.283, -0.039, -0.184], [1.188, -0.567, 0.743], [-1.799, 1.669, 0.401], [1.377, -0.373, -0.169], [-0.065, -0.333, 0.015], [-0.315, -0.441, -0.495], [0.111, 0.049, -0.122], [-0.047, -0.129, -0.122], [0.199, 0.300, -0.241], [-0.353, -0.358, -0.120], [0.193, 0.169, 0.091], [0.038, 0.088, 0.252], [-0.045, -0.113, -0.461], [-0.279, -0.030, -0.554], [-0.071, 0.038, 0.074], [-0.022, -0.039, 0.049], [-0.083, -0.046, -0.022], [0.084, -0.041, -0.027], [0.033, 0.006, -0.021], [-0.080, 0.038, 0.046], [-0.062, -0.110, 0.025], [0.119, 0.050, 0.047], [0.052, 0.059, 0.090], [-0.049, -0.048, -0.037], [-0.036, -0.037, 0.024], [0.016, 0.018, -0.098]]
}